Entry 1:
A 2-piece molecular cluster, C19H22NO3 overall, computed with wB97M-V/def2-TZVPD.

XYZ file:
```
45
Properties=species:S:1:pos:R:3:nbo_charge:R:1
C -1.26 -1.47 4.86 -0.2663
O 0.04 -1.60 4.33 -0.4373
C 0.53 -0.47 3.66 0.4264
C 1.82 -0.56 3.13 -0.2671
C 2.39 0.49 2.45 -0.0669
C 1.67 1.70 2.27 -0.2436
C 2.19 2.79 1.58 0.4388
O 1.49 3.95 1.41 -0.4135
C 2.19 4.92 0.67 -0.2715
C 0.37 1.78 2.82 -0.0604
C -0.18 0.72 3.49 -0.2654
H -1.53 -2.40 5.36 0.2286
H -1.28 -0.66 5.59 0.1893
H -1.97 -1.29 4.06 0.1893
H 2.36 -1.48 3.26 0.2578
H 3.39 0.40 2.05 0.2342
H 3.18 2.74 1.15 0.1997
H 1.57 5.81 0.58 0.2356
H 3.12 5.17 1.19 0.1975
H 2.42 4.53 -0.32 0.2051
H -0.17 2.70 2.69 0.2445
H -1.17 0.82 3.89 0.2419
C 5.62 3.92 -3.18 -0.7091
C 4.29 3.47 -3.67 0.6736
N 3.47 2.80 -2.78 -0.6469
C 2.16 2.29 -2.98 0.1848
C 1.13 3.10 -3.68 -0.1286
C -0.11 2.55 -4.00 -0.1699
C -1.08 3.31 -4.61 -0.2111
C -0.83 4.63 -4.92 -0.1894
C 0.39 5.19 -4.61 -0.2299
C 1.36 4.43 -3.99 -0.1098
C 1.86 1.11 -2.43 -0.4425
O 3.97 3.70 -4.82 -0.5749
H 5.60 4.12 -2.11 0.1982
H 6.39 3.17 -3.38 0.2495
H 5.91 4.84 -3.68 0.2576
H 3.90 2.54 -1.90 0.3872
H -0.32 1.53 -3.77 0.2047
H -2.03 2.86 -4.86 0.2200
H -1.58 5.21 -5.42 0.2192
H 0.59 6.22 -4.86 0.2196
H 2.31 4.87 -3.76 0.2036
H 0.88 0.69 -2.47 0.2086
H 2.60 0.55 -1.91 0.1889
```

2S+1: 1
highest occupied orbital energy: -10.6437 eV
gap between HOMO and LUMO: 5.05 eV
energy above the lowest of the compared OMol25 structures with the same formula, charge and spin: 1.2652 eV
total charge: +1

Entry 2:
C4H6O as an isolated structure, computed with wB97M-V/def2-TZVPD.

XYZ file:
```
11
Properties=species:S:1:pos:R:3:nbo_charge:R:1
C 0.73 -0.87 -0.81 -0.5276
C 0.46 0.49 0.10 -0.2872
C -1.05 0.76 0.09 -0.0722
O -1.32 -0.59 0.51 -0.5107
C 0.07 -0.84 0.52 0.0914
H 1.77 -1.17 -0.75 0.2147
H 0.48 -0.06 -1.49 0.2804
H 1.25 1.15 0.42 0.2274
H -1.59 1.01 -0.84 0.1801
H -1.31 1.48 0.87 0.1911
H 0.52 -1.35 1.36 0.2126
```

2S+1: 1
highest occupied orbital energy: -8.8983 eV
gap between HOMO and LUMO: 10.01 eV
energy above the lowest of the compared OMol25 structures with the same formula, charge and spin: 3.4179 eV

Q: highest occupied orbital energy of number 2 (C4H6O)?
A: -8.8983 eV

Q: Which of these has the lowest energy above the lowest of the compared OMol25 structures with the same formula, charge and spin?
A: C19H22NO3